{
  "formula": "C14H9FLuNO5PS",
  "method": "ωB97M-V/def2-TZVPD",
  "species": ["O", "C", "P", "N", "C", "H", "S", "O", "F", "H", "C", "H", "C", "C", "H", "O", "H", "Lu", "O", "C", "C", "C", "C", "O", "H", "C", "C", "H", "C", "C", "H", "H", "C"],
  "coordinates": [[-0.285289, -1.373621, 1.608483], [1.364614, -0.284436, 0.033085], [2.186148, -3.175384, 0.457480], [0.569183, -3.768480, 0.098239], [-1.948096, 2.992121, -0.689701], [4.640347, -1.833722, -0.970436], [-3.369432, -1.544149, 0.857695], [1.150153, 3.533387, -0.068420], [-3.037378, -1.813461, 2.489678], [-1.698742, 4.070383, -1.027268], [-3.471517, 2.582779, -0.646410], [3.360147, 2.596878, -1.488421], [3.109094, 1.527171, -1.148081], [-0.868045, 1.898138, -0.233394], [0.709530, -4.774949, -0.139971], [-4.869845, -1.658130, 0.731506], [5.156252, 0.634039, -1.831489], [-0.590752, 5.087171, -0.590195], [2.278639, -3.048584, 2.183834], [2.432441, -1.391349, -0.142549], [-1.250272, 0.459831, 0.254025], [-0.066082, -0.522235, 0.727512], [0.685706, 2.296057, -0.260710], [-2.640018, -2.584415, 0.038299], [-4.982362, 0.918053, -0.156564], [4.144467, 0.392845, -1.335787], [3.802151, -1.055598, -0.821419], [0.091468, -3.812471, 1.027337], [-3.863887, 1.141551, -0.175293], [-2.761726, 0.102899, 0.273588], [-4.249159, 3.363991, -0.964787], [2.527095, -2.114848, 2.390616], [1.745167, 1.158541, -0.480481]],
  "forces_ev_per_a": [[0.7, 3.2, -3.4], [2.6, 0.5, -1.6], [-0.1, -0.9, 1.3], [1.6, 0.0, 1.9], [-1.8, -3.8, 2.1], [-1.8, 1.1, 0.4], [-3.4, -6.6, -1.6], [-4.1, -0.2, -1.7], [-0.2, 1.5, -3.4], [-4.7, -5.8, -1.9], [2.5, -2.1, 0.7], [-0.6, -1.9, 0.6], [0.2, -3.7, 1.1], [-0.2, 0.0, 0.0], [-0.2, 0.9, -0.3], [5.1, 1.9, 0.9], [-1.8, -0.6, 0.9], [6.4, 1.9, 2.9], [-0.1, 1.2, -3.0], [-0.3, 3.8, -0.4], [-2.2, 2.8, -1.2], [0.3, -1.4, 1.4], [1.8, -2.4, 0.0], [-1.2, 4.2, 3.0], [1.8, 0.0, 0.1], [-3.3, -0.2, 1.6], [-1.5, 3.0, 0.0], [0.0, 0.3, -0.9], [3.3, 1.6, -0.2], [0.9, 4.2, -0.4], [1.1, -1.5, 0.6], [-0.2, -1.0, 0.2], [-0.7, 0.2, 0.1]],
  "homo_ha": -0.58582,
  "gap_ev": 1.84,
  "charge": 3,
  "max_force_ev_per_a": 7.7
}